Record 1
C5H13N3 | ωB97M-V/def2-TZVPD

The geometry in XYZ format:
```
21
Properties=species:S:1:pos:R:3:forces:R:3
C -1.377779 -3.347045 0.934429 -0.2 0.3 -0.6
C -1.476458 -1.838232 0.858770 0.4 -1.1 0.3
C -0.555908 -1.067973 1.423420 -0.6 0.8 0.0
N -0.561257 0.346392 1.460333 0.1 -0.1 -0.3
H -0.488870 -3.681456 1.464837 0.1 0.0 0.0
H -2.249680 -3.787528 1.419797 0.0 0.1 0.1
H -1.368113 -3.761089 -0.078695 0.1 -0.1 0.1
H -2.343309 -1.468668 0.327827 0.0 0.4 0.1
H 0.332095 -1.471474 1.891830 -0.1 -0.3 0.1
H -0.424549 0.697370 2.387725 0.4 0.2 0.4
H -1.384007 0.803507 1.101617 -0.3 -0.2 -0.2
C 2.161938 0.815593 -1.467055 -0.1 -0.4 0.0
N 0.959825 1.465094 -1.005692 0.3 -0.1 -0.3
C 0.604102 2.715028 -1.374715 -0.4 0.0 -0.3
N -0.285357 3.385395 -0.754283 -0.2 0.0 0.2
H 1.950222 -0.041513 -2.115852 0.0 0.1 0.0
H 2.793259 1.505966 -2.022337 0.0 0.1 0.0
H 2.730834 0.428846 -0.618243 0.1 0.1 0.0
H 0.411276 0.999641 -0.295256 0.1 0.3 0.3
H 1.069380 3.047431 -2.309283 0.3 0.1 0.2
H -0.497653 4.254710 -1.229177 0.1 0.0 -0.1
```
Positions in Å, forces in eV/Å.

Calculated values
- Frontier orbital gap: 0.3442 Eh
- Largest force on an atom: 1.25 eV/Å
- Multiplicity: 1
- ΔE to the lowest compared entry with this formula, charge and spin: 104.7 kJ/mol

Results of the Mulliken charge analysis, in e, for atoms 1 through 2: -1.1415 -0.0497

Record 2
C5H13N3 | ωB97M-V/def2-TZVPD

The geometry in XYZ format:
```
21
Properties=species:S:1:pos:R:3:forces:R:3
C 1.708784 -0.508293 -1.479036 0.0 -0.6 -0.1
C 0.345487 2.447313 -0.115117 0.2 -0.1 -0.2
N 1.413559 0.610267 -0.965058 0.5 0.2 -0.1
N 0.247297 1.043558 -0.486988 -0.5 0.4 -0.2
H 1.084572 -1.391376 -1.610930 -0.1 0.2 0.1
H 2.722276 -0.577972 -1.848188 0.1 0.0 -0.1
H -0.632031 2.915494 -0.200692 -0.1 0.1 0.0
H 1.039411 2.922677 -0.806660 -0.1 0.0 0.1
H 0.725700 2.593484 0.898339 0.0 0.0 0.1
H -1.077390 -1.191509 -1.299323 0.0 0.0 0.0
C -0.224210 -2.152208 0.459950 -0.1 0.2 -0.1
N -0.760032 0.398157 1.638795 -0.1 0.0 0.3
C -0.857283 0.342216 0.194789 -0.1 -0.3 0.0
C -1.122790 -1.114204 -0.211878 0.2 0.2 -0.1
H -0.799215 1.349325 1.981408 0.1 -0.1 0.0
H 0.102030 -0.026137 1.961504 0.0 0.1 0.0
H -1.751480 0.922524 -0.079358 0.2 -0.1 0.1
H -2.148831 -1.324067 0.090323 -0.1 0.0 -0.1
H -0.371239 -3.121093 -0.011944 0.0 -0.1 0.0
H 0.828299 -1.891177 0.377894 0.1 -0.1 0.1
H -0.472911 -2.246978 1.512170 0.0 0.0 0.1
```
Positions in Å, forces in eV/Å.

Calculated values
- Frontier orbital gap: 0.3345 Eh
- Largest force on an atom: 0.63 eV/Å
- Multiplicity: 1
- ΔE to the lowest compared entry with this formula, charge and spin: 202.2 kJ/mol

Results of the Mulliken charge analysis, in e, for atoms 1 through 2: -0.4380 -1.0065

Record 3
C5H13N3 | ωB97M-V/def2-TZVPD

The geometry in XYZ format:
```
21
Properties=species:S:1:pos:R:3:forces:R:3
C 1.207630 -0.481489 0.092125 0.9 -0.7 0.0
C -1.971486 -0.752391 -0.562599 0.2 0.2 0.0
C 1.087148 -1.596493 -0.911444 -0.6 0.1 0.2
N -1.098825 -0.037735 0.348775 -0.5 -1.0 0.8
N 1.550894 -0.866588 1.366523 -0.4 0.4 -0.5
N 1.644996 0.683499 -0.397901 -1.8 1.4 -0.5
C -1.079559 1.249821 0.235982 2.5 0.6 -1.9
C -0.944055 2.343843 0.989857 -0.3 0.0 0.3
H 1.963986 1.314382 0.333035 -0.1 0.0 0.0
H 1.147298 -1.738388 1.675800 0.0 0.1 -0.1
H 1.499734 -0.144498 2.070543 0.0 0.0 0.0
H 0.707069 1.289579 -0.927331 1.8 -1.3 0.9
H -0.455136 1.553572 -0.971517 -1.4 0.2 0.9
H -1.921227 -1.822620 -0.360251 0.0 0.0 -0.1
H -3.017597 -0.440678 -0.468997 0.0 0.0 0.1
H -1.684524 -0.566323 -1.610336 0.0 -0.1 -0.1
H 2.079812 -1.995502 -1.130437 0.0 0.1 0.1
H 0.461173 -2.401324 -0.531002 -0.1 0.0 -0.1
H 0.673009 -1.207910 -1.838517 -0.1 0.0 0.0
H -0.621699 3.280905 0.564992 0.0 0.0 -0.1
H -1.228641 2.336338 2.032703 -0.2 0.0 0.1
```
Positions in Å, forces in eV/Å.

Calculated values
- Frontier orbital gap (spin up / spin down): 0.3029 / 0.3030 Eh
- Largest force on an atom: 3.17 eV/Å
- Multiplicity: 1
- ΔE to the lowest compared entry with this formula, charge and spin: 401.0 kJ/mol

Results of the Mulliken charge analysis, in e, for atoms 1 through 2: 0.8805 -0.8577

Record 4
C5H13N3 | ωB97M-V/def2-TZVPD

The geometry in XYZ format:
```
21
Properties=species:S:1:pos:R:3:forces:R:3
C 1.041499 -1.983438 0.279753 0.2 0.0 -0.1
C 0.425897 1.702849 -0.116184 -0.9 0.3 0.0
C 2.441775 0.555269 0.998947 0.1 -0.1 0.1
C 1.163785 0.482922 0.231357 -0.5 -0.5 0.0
N 0.613345 -0.647418 -0.103744 0.0 0.6 0.6
H 0.313703 -2.683980 -0.123189 0.1 0.0 0.0
H 1.073321 -2.103250 1.364624 0.0 0.1 -0.1
H 2.024092 -2.205917 -0.138111 -0.1 0.0 0.0
H -0.693238 1.583756 0.217711 1.4 -0.2 -0.4
H 0.903559 2.605344 0.256538 0.0 0.0 0.2
H 3.219754 1.005493 0.377782 -0.1 0.0 0.0
H 2.798385 -0.410716 1.350591 0.0 0.0 -0.1
H 2.315955 1.196282 1.876032 -0.1 0.0 -0.2
H 0.318406 1.793058 -1.199472 -0.1 -0.2 0.0
N -3.433714 -0.075563 -0.136176 -0.3 0.0 -0.3
C -2.128362 0.142196 -0.492089 -0.1 -0.3 0.7
N -1.705347 -0.055567 -1.695139 0.1 0.2 -0.4
H -3.753785 0.177988 0.781078 0.1 0.1 -0.1
H -4.151648 -0.195724 -0.850184 0.1 0.0 0.1
H -2.424735 -0.300091 -2.397575 0.0 -0.1 0.2
H -0.362648 -0.583494 -0.482550 0.1 0.3 -0.3
```
Positions in Å, forces in eV/Å.

Calculated values
- Frontier orbital gap: 0.2535 Eh
- Largest force on an atom: 1.45 eV/Å
- Multiplicity: 1
- ΔE to the lowest compared entry with this formula, charge and spin: 298.7 kJ/mol

Results of the Mulliken charge analysis, in e, for atoms 1 through 2: -1.1250 -0.8989

Record 5
C5H13N3O2 | ωB97M-V/def2-TZVPD

The geometry in XYZ format:
```
23
Properties=species:S:1:pos:R:3:forces:R:3
C 1.548690 -1.362192 -3.627543 -2.6 0.6 -0.4
C 1.237267 -0.716750 -2.281184 2.2 -2.0 -0.6
O 1.975266 -1.153806 -1.420648 -1.0 1.1 1.4
O 0.333325 0.246830 -2.214910 0.0 -0.5 -0.4
H 2.337984 -0.748579 -4.048399 0.2 -0.5 -0.4
H 0.638179 -1.322423 -4.239144 0.3 0.4 -0.4
H 1.700815 -2.445501 -3.528364 0.8 0.7 0.3
C -0.747429 -0.621756 1.136065 0.5 -1.6 -0.4
C -1.196688 -1.851751 2.028906 1.3 2.6 0.1
C -0.532537 1.807062 1.366654 -0.6 -0.3 -2.8
N -0.748202 0.592073 1.955476 -0.1 0.1 0.2
N -0.697300 1.789847 0.078183 0.3 -1.2 0.1
N -0.052231 2.946031 2.028375 1.0 -0.9 0.9
H 0.282589 -0.841136 0.788890 -0.2 0.3 0.2
H -1.281056 -0.532534 0.153139 -0.2 0.2 1.5
H -1.965994 -1.441406 2.662827 -0.9 -0.6 0.1
H -0.390750 -2.133596 2.714941 0.1 0.1 -0.2
H -0.561441 0.407068 2.927812 0.2 0.6 0.0
H 0.109630 0.500196 -1.299958 0.0 0.4 0.6
H -0.603619 2.614498 -0.483014 0.2 0.8 0.6
H 0.691522 3.321533 1.466672 0.0 0.4 0.0
H -0.653265 3.653314 2.378634 -0.8 0.2 0.2
H -1.424753 -2.707024 1.456588 -0.7 -0.8 -0.6
```
Positions in Å, forces in eV/Å.

Calculated values
- Frontier orbital gap: 0.3606 Eh
- Largest force on an atom: 2.98 eV/Å
- Multiplicity: 1
- ΔE to the lowest compared entry with this formula, charge and spin: 114.0 kJ/mol

Results of the Mulliken charge analysis, in e, for atoms 1 through 2: -0.9805 0.7345

Record 6
C5H13N3O2 | ωB97M-V/def2-TZVPD

The geometry in XYZ format:
```
23
Properties=species:S:1:pos:R:3:forces:R:3
C -2.995620 0.582493 1.066364 -1.5 -0.7 0.1
C -1.599201 0.305626 1.584146 0.3 1.5 -2.4
O -0.832446 1.181885 0.871827 0.4 -0.2 1.2
O -1.142008 -0.509864 2.323407 -0.5 -0.4 0.6
H -3.521064 1.381581 1.578489 0.2 0.1 0.6
H -3.675734 -0.272286 1.043277 0.3 -0.2 0.5
H -3.013664 0.939013 0.045560 0.7 0.0 -0.3
C 0.262798 0.661325 -1.952888 1.3 -0.7 0.7
C -0.980250 0.099892 -2.608814 1.1 -0.5 -0.6
C 1.889439 -0.420385 -0.282286 0.5 -1.4 1.4
N 1.066180 -0.442462 -1.353815 -0.9 0.1 -0.1
N 1.793699 0.371053 0.709425 -1.2 1.7 -0.1
N 2.725376 -1.542246 -0.234225 0.0 -0.3 -0.3
H 1.040594 0.965494 -2.639966 -0.7 1.2 -0.9
H 0.033249 1.444741 -1.241726 0.2 -0.1 0.2
H -0.601284 -0.540885 -3.414324 -0.4 -0.1 -0.1
H -1.572753 0.874361 -3.073838 -0.3 0.2 0.1
H 0.848060 -1.360684 -1.700813 0.2 0.0 0.0
H 0.127057 1.042854 1.114062 0.0 -0.2 -0.5
H 2.441768 0.346383 1.475351 0.6 -0.5 -0.3
H 3.305265 -1.796661 -1.014189 -0.2 0.1 -0.2
H 3.120166 -1.772096 0.656928 0.1 0.2 0.2
H -1.551013 -0.540375 -1.941045 -0.2 0.3 0.2
```
Positions in Å, forces in eV/Å.

Calculated values
- Frontier orbital gap: 0.3598 Eh
- Largest force on an atom: 2.82 eV/Å
- Multiplicity: 1
- ΔE to the lowest compared entry with this formula, charge and spin: 58.3 kJ/mol

Results of the Mulliken charge analysis, in e, for atoms 1 through 2: -1.0717 0.7556